Formula: C3H4O
Source: the OMol25 dataset
Level of theory: ωB97M-V/def2-TZVPD

CARTESIAN COORDINATES (ANGSTROEM)
C: -0.328 0.790 -0.164
C: -1.054 1.169 0.878
C: 1.061 -1.192 -0.918
O: 0.173 -0.332 -0.474
H: -1.405 2.140 0.980
H: -1.214 0.747 1.780
H: 0.695 -1.969 -1.497
H: 2.073 -1.353 -0.586

Values from the calculation:
Frontier orbital gap (spin up / spin down) in eV: 8.82 / 8.39
Calculated total energy in a.u.: -191.73196


Formula: C3H4O2
Source: the OMol25 dataset
Level of theory: ωB97M-V/def2-TZVPD

CARTESIAN COORDINATES (ANGSTROEM)
O: -0.189 -1.654 -0.162
C: -0.440 -0.461 0.319
C: 0.569 0.569 0.728
C: 0.040 1.048 -0.670
O: -1.297 0.483 -0.281
H: -0.984 -1.849 -0.762
H: 1.647 0.326 0.809
H: 0.173 1.040 1.621
H: 0.480 0.497 -1.601

Values from the calculation:
SMILES: O[C@]12C[C@@H]1O2
Frontier orbital gap in eV: 8.14
Calculated total energy in a.u.: -267.01928


Formula: C3H4O2
Source: the OMol25 dataset
Level of theory: ωB97M-V/def2-TZVPD

CARTESIAN COORDINATES (ANGSTROEM)
O: -2.102 -0.276 -1.071
C: -1.069 -0.118 -0.464
C: -0.827 -1.133 0.525
C: 0.924 0.695 0.210
O: -0.245 0.934 -0.572
H: -0.307 -2.000 0.091
H: 0.664 0.029 1.058
H: 1.697 0.230 -0.405
H: 1.266 1.638 0.628

Values from the calculation:
Frontier orbital gap in eV: 8.73
Calculated total energy in a.u.: -267.03996


Formula: C3H4O2
Source: the OMol25 dataset
Level of theory: ωB97M-V/def2-TZVPD

CARTESIAN COORDINATES (ANGSTROEM)
O: 1.852 0.461 -0.014
C: 0.623 -0.085 0.119
C: -0.798 0.313 0.619
C: -0.537 -0.597 -0.514
O: 0.335 -1.559 0.199
H: 1.982 0.923 -0.851
H: -1.121 1.310 0.409
H: -1.382 0.072 1.562
H: -0.954 -0.837 -1.529

Values from the calculation:
SMILES: O[C@@]12C[C@@H]1O2
Frontier orbital gap in eV: 9.83
Calculated total energy in a.u.: -267.04499


Formula: C3H4O2
Source: the OMol25 dataset
Level of theory: ωB97M-V/def2-TZVPD

CARTESIAN COORDINATES (ANGSTROEM)
C: -1.389 0.452 -0.305
C: 0.086 0.636 0.294
C: 1.078 -0.476 -0.032
H: -1.862 1.278 -1.285
H: 0.546 1.612 -0.075
H: 0.086 0.975 1.397
H: 0.698 -1.738 -0.521
O: -2.036 -0.647 0.182
O: 2.272 -0.077 -0.090

Values from the calculation:
Frontier orbital gap in eV: 9.73
Calculated total energy in a.u.: -267.03893


Formula: C3H4O2
Source: the OMol25 dataset
Level of theory: ωB97M-V/def2-TZVPD

CARTESIAN COORDINATES (ANGSTROEM)
C: 2.150 0.710 0.598
C: -1.064 0.232 -0.313
C: -1.179 -1.114 0.141
O: 2.622 0.432 -0.423
O: -0.580 -0.229 0.895
H: 1.066 0.577 0.875
H: -0.430 0.552 -1.129
H: -1.952 0.774 -0.332
H: -0.633 -1.934 -0.313

Values from the calculation:
Frontier orbital gap (spin up / spin down) in eV: 7.70 / 9.48
Calculated total energy in a.u.: -266.96625